A structure of composition C58H114BKN2O23RbS7Sn at a distorted geometry, computed with ωB97M-V/def2-TZVPD.

Properties
orbital gap = 4.172 eV
charge = -1
max |F| = 0.1075 Eh/bohr
HOMO energy = -0.1187 Eh

```
208
Properties=species:S:1:pos:R:3:forces:R:3:mulliken_charge:R:1
Rb 4.340364 3.585436 -2.255240 0.0 0.0 -0.1 0.554
Sn 5.172790 1.494446 1.726830 0.4 -0.2 -1.0 1.467
K -4.124269 1.281048 -1.644019 0.0 -0.7 -0.4 0.722
C -8.894179 -0.137792 -4.236200 0.8 -0.6 -0.1 -1.631
C -8.166890 -0.057283 -2.888961 -1.3 -0.7 1.2 1.125
C -9.194064 -0.719298 -1.801115 0.2 -0.2 -0.4 -1.101
C -9.317235 -2.281650 -1.964954 2.4 1.8 -0.3 -0.861
C -7.860936 -2.843172 -1.975167 -1.1 -1.9 -1.7 -1.307
C -6.821542 -2.346899 -3.056903 -1.2 1.2 2.9 1.945
N -6.874020 -0.823518 -2.865885 1.2 -0.4 0.6 0.633
O -5.840973 -0.243412 -3.623094 0.0 0.8 -0.3 -0.710
C -7.139980 -2.976831 -4.451860 1.0 -0.4 0.3 -1.840
C -5.444497 -2.972032 -2.542190 0.4 0.9 -1.8 -2.078
C -8.100986 1.489591 -2.482567 0.8 -0.8 -0.1 -1.569
H -9.946716 0.137407 -4.169015 0.1 0.5 -0.2 0.374
H -8.865116 -1.182046 -4.547314 -0.1 0.0 -0.2 0.384
H -8.294467 0.409996 -4.963099 -0.4 0.2 -0.2 0.301
H -10.194870 -0.307098 -1.929909 -0.1 0.3 -0.5 0.501
H -8.964552 -0.352135 -0.800817 0.6 -0.5 0.2 0.286
H -9.791813 -2.380489 -2.941224 0.0 -0.5 0.0 0.268
H -9.846523 -2.872082 -1.217068 -0.4 0.6 0.1 0.432
H -7.986313 -3.872057 -2.312501 -0.2 -0.6 0.1 0.470
H -7.525756 -3.039003 -0.956638 0.5 0.9 0.0 0.427
H -6.765642 -2.456128 -5.333239 -0.6 0.9 0.2 0.203
H -8.156587 -3.357599 -4.550039 -0.2 0.5 -0.1 0.408
H -6.516580 -3.863847 -4.564481 0.0 -0.5 0.4 0.530
H -5.019706 -2.760886 -1.560834 -0.8 0.3 0.3 0.188
H -4.673433 -2.626356 -3.230706 0.1 0.5 -0.2 0.395
H -5.365929 -4.043022 -2.729034 -0.7 -0.2 0.4 0.460
H -7.455412 2.151090 -3.060277 0.1 -0.5 -0.8 0.266
H -7.718982 1.719730 -1.487973 -0.2 -0.6 0.5 0.303
H -9.104536 1.906511 -2.567300 -0.1 -0.2 0.1 0.373
C 8.414236 -4.044031 0.818920 0.0 0.7 -2.7 -1.594
C 8.233283 -2.950036 -0.431382 0.5 0.3 2.9 1.386
C 7.979141 -3.634469 -1.714490 -1.7 -2.7 -1.2 -1.541
C 6.577302 -4.337458 -1.872742 0.8 0.5 0.4 -0.942
C 5.569903 -3.745417 -0.911528 0.3 0.6 0.5 -1.243
C 5.826707 -2.220545 -0.653066 -1.2 0.0 -0.4 2.458
N 7.126877 -2.005653 -0.037253 0.9 0.4 0.6 0.790
O 7.481749 -0.615421 0.394401 -1.1 -1.7 -0.8 -0.756
C 4.689126 -1.729713 0.328303 1.6 -0.4 -0.3 -0.535
C 5.611716 -1.607891 -2.066202 0.0 1.2 0.5 -1.831
C 9.649873 -2.325884 -0.637116 -0.3 1.6 0.0 -1.699
H 9.019387 -3.552048 1.580397 -0.1 -0.4 0.0 0.282
H 8.902291 -4.857531 0.282156 0.8 -0.2 0.6 0.498
H 7.507803 -4.523638 1.188322 -0.3 0.7 0.1 0.229
H 8.583746 -4.535103 -1.821364 1.1 0.5 -0.1 0.416
H 8.128080 -2.982916 -2.575535 0.1 0.1 0.2 0.449
H 6.595442 -5.417804 -1.729100 0.4 -0.1 0.2 0.528
H 6.344670 -4.240859 -2.933240 -0.6 0.3 0.1 0.282
H 5.572706 -4.168414 0.093045 0.3 -0.7 -0.1 0.492
H 4.599637 -3.971591 -1.353720 -0.5 0.6 0.3 0.211
H 4.572351 -0.656956 0.174517 -0.7 -0.1 -0.2 -1.107
H 5.024408 -1.865838 1.356481 0.2 -0.1 0.1 0.154
H 3.807992 -2.358918 0.202577 -0.4 0.5 -0.3 0.167
H 4.976552 -2.256697 -2.669283 0.4 0.0 -0.4 0.183
H 6.592087 -1.362705 -2.474695 -0.1 -0.4 -0.5 0.434
H 5.096157 -0.647628 -2.052621 -0.1 0.2 0.3 0.271
H 9.905731 -1.532765 0.065448 -0.4 -0.1 0.3 0.320
H 9.671705 -1.811205 -1.597707 -0.3 0.2 -0.1 0.426
H 10.548132 -2.939165 -0.708623 -0.5 -1.0 0.3 0.360
B 6.596971 3.340934 -0.187906 -0.3 -0.5 0.1 2.063
H 7.213072 2.869173 0.561828 2.4 -2.1 3.2 -0.416
H 5.706920 3.776870 0.238718 -3.8 2.0 2.2 -0.648
H 7.175732 4.131177 -0.640460 2.1 3.0 -1.8 -0.274
H 6.215563 2.625240 -0.899624 -0.9 -3.1 -2.7 -0.766
C 0.186305 0.235888 0.992984 0.7 -0.1 0.8 -0.106
C -0.776055 0.598417 0.055229 -3.7 -1.1 1.7 0.299
C -0.435422 1.412564 -1.165051 -0.4 1.1 -4.3 1.056
O -1.158083 1.706678 -2.233822 -1.0 -1.1 3.0 -1.093
C 0.850770 1.849163 -1.304099 3.1 -1.3 2.8 -0.369
C 1.917493 1.385697 -0.369337 -0.5 2.6 -1.3 0.331
C 1.502750 0.617362 0.939622 1.7 0.7 -2.2 0.675
O 2.445097 0.432173 1.721641 0.4 -0.2 1.2 -0.789
O 3.104004 1.793341 -0.526220 -1.1 -1.2 0.8 -0.701
O -1.980718 0.246282 0.382418 1.4 1.2 -1.9 -1.059
H -0.144567 -0.239129 1.904725 -0.2 -0.3 0.0 0.266
H 1.149228 2.465306 -2.139372 0.0 -0.1 -0.1 0.163
C 1.305031 7.550721 -3.471210 0.0 0.7 0.5 -1.056
S 1.231453 5.803882 -3.930597 1.1 0.9 1.5 0.466
O 2.640184 5.385391 -3.510578 -1.7 -0.1 -0.4 -0.564
C 0.028929 5.238818 -2.647745 1.1 0.0 -0.8 -0.406
H 0.427657 8.166215 -3.669903 0.1 -0.2 -1.0 0.366
H 2.253888 7.876467 -3.897422 -0.4 0.3 -0.5 0.342
H 1.434450 7.773485 -2.412096 0.2 -1.0 0.4 0.306
H -0.879736 5.840796 -2.641456 0.0 -0.2 -0.4 0.545
H 0.512699 5.308015 -1.673436 0.1 -0.2 -0.1 0.107
H -0.087684 4.217738 -3.010908 -0.7 -0.2 0.8 -0.076
C -4.418458 5.055941 2.003465 0.0 1.0 0.3 -1.148
S -3.759482 3.881557 0.794658 -1.5 -0.8 0.1 0.895
O -4.943817 2.984058 0.309797 2.0 1.9 0.6 -0.779
C -3.390286 5.097901 -0.475644 0.0 -1.4 -1.5 -1.128
H -5.505082 4.987647 2.055317 0.1 -0.4 0.2 0.376
H -4.209410 6.089068 1.725917 0.0 0.0 -0.6 0.393
H -3.907476 5.024026 2.965748 -0.3 -0.9 0.1 0.269
H -4.247663 5.639416 -0.875370 0.0 0.4 0.7 0.451
H -3.150445 4.414805 -1.290468 0.2 -0.1 -0.3 0.219
H -2.446083 5.626339 -0.344030 -0.4 0.3 0.6 0.384
C 4.773934 2.166369 6.171388 0.3 -0.4 -0.4 -0.698
S 3.588956 3.151990 5.160884 0.1 -1.3 -0.2 0.296
O 4.266755 3.236531 3.833143 0.2 0.0 -0.6 -0.606
C 2.342714 1.788275 4.981150 -0.4 0.8 -0.4 -0.539
H 5.054948 2.551656 7.151525 -0.9 -0.1 0.2 0.433
H 5.747150 2.121218 5.682590 -0.3 0.4 -0.8 0.198
H 4.388032 1.150005 6.092794 0.2 -0.1 0.8 0.139
H 1.835461 1.674032 5.939142 0.4 -0.6 0.2 0.658
H 2.734565 0.920432 4.450661 0.6 -0.3 0.8 -0.018
H 1.532058 2.026468 4.292527 0.1 1.0 -0.1 0.008
C 7.891539 -0.342425 5.965451 -0.7 0.1 -0.9 -1.006
S 6.620346 -1.190445 4.937990 -0.5 0.6 -2.6 0.499
O 6.020107 -0.158476 3.923400 0.9 -1.0 1.7 -0.517
C 7.647818 -2.328512 3.849640 0.2 0.5 0.7 -1.076
H 8.612293 0.244670 5.396308 0.2 -0.5 -0.2 0.326
H 8.289688 -1.120938 6.616217 0.2 0.3 0.0 0.389
H 7.316100 0.397971 6.521129 -0.1 -0.3 0.3 0.285
H 8.278958 -1.740867 3.182985 -0.2 0.2 0.0 0.331
H 7.046368 -3.019459 3.258911 -0.5 0.6 0.1 0.228
H 8.268463 -2.974750 4.470349 0.1 0.2 0.4 0.552
C 1.193177 -3.191359 6.253122 0.8 0.3 0.6 -1.247
S 2.074812 -1.868451 5.239191 1.7 -1.0 0.0 0.589
O 3.596588 -1.888036 5.554782 -2.8 -0.3 -0.2 -0.660
C 1.833487 -2.600720 3.567182 -0.3 0.5 0.3 0.585
H 1.696210 -4.154823 6.170673 -0.1 0.0 -0.5 0.406
H 0.108963 -3.274809 6.178151 0.1 0.2 -1.0 0.298
H 1.309113 -2.926784 7.304145 0.5 0.5 0.0 0.419
H 0.811524 -2.301169 3.334859 -0.1 -0.3 0.0 -0.824
H 1.965595 -3.678450 3.471603 0.0 0.1 0.4 0.714
H 2.453103 -2.094526 2.826951 0.3 0.2 0.4 -0.438
C -2.134435 2.440998 -7.872841 -0.1 -0.5 1.7 -0.454
S -3.455418 1.131408 -8.030077 0.4 0.7 -2.4 0.422
O -2.682478 0.065410 -8.775823 -0.5 0.1 1.3 -0.640
C -3.935623 0.788052 -6.299951 0.9 0.2 -0.9 -0.409
H -2.496052 3.371272 -7.434749 -0.2 -0.1 0.1 0.345
H -1.494307 2.691196 -8.718848 -0.8 -0.6 -0.6 0.354
H -1.462492 1.960892 -7.161438 0.2 0.2 0.2 -0.194
H -4.657501 1.583801 -6.116208 0.2 0.1 0.4 0.339
H -3.047666 0.789511 -5.667788 -0.3 -0.1 0.3 0.092
H -4.505448 -0.141150 -6.301418 0.3 -0.1 0.1 0.179
C -2.157486 -2.891284 1.558199 1.3 0.2 1.7 0.146
S -1.056481 -4.015121 2.662889 -1.8 0.4 -0.5 0.726
O -1.361620 -3.623754 4.092841 0.3 0.0 -0.7 -0.666
C -2.130221 -5.465384 2.370558 0.3 1.3 0.8 -0.943
H -2.153769 -1.980125 2.156424 0.5 0.3 -0.3 -0.388
H -3.225454 -3.109078 1.548213 0.3 -0.8 -0.6 0.295
H -1.596147 -2.722481 0.639232 -0.6 0.0 -0.1 -0.261
H -1.828519 -6.239877 3.075706 0.1 -0.3 -0.6 0.410
H -2.156554 -5.638321 1.294687 0.0 -0.5 0.2 0.262
H -3.032918 -4.992363 2.757199 -0.4 -0.6 -0.2 0.272
O 3.559241 1.861815 -4.369336 -1.5 -2.3 -0.7 -0.730
C 2.897095 0.874166 -4.748630 -0.6 5.5 0.1 0.427
O 3.357111 -0.301913 -4.794527 1.6 -3.1 0.0 -0.295
C 2.367032 -1.245033 -5.230690 0.1 -2.4 1.9 0.338
C 1.338848 -0.494077 -5.912140 -1.7 1.7 -1.3 -0.504
C 1.450955 0.886616 -5.305943 0.8 1.3 0.1 0.226
H 1.896191 -1.714302 -4.366869 0.3 0.3 0.7 -0.555
H 2.788354 -2.135409 -5.697386 0.6 0.7 -0.6 0.447
H 0.303718 -0.809087 -5.780303 0.3 -0.7 -0.4 0.372
H 1.612281 -0.335599 -6.955309 -0.4 -0.5 -0.2 0.287
H 0.750775 1.271105 -4.564312 -0.1 -0.8 0.6 -0.254
H 1.289920 1.617527 -6.098364 0.7 0.3 0.0 0.250
O -1.375782 -5.401557 -1.123482 0.0 -0.7 1.2 -0.628
C -0.778886 -4.388263 -1.292081 0.6 0.5 -1.6 0.247
O 0.443740 -4.057176 -0.771227 -0.4 -1.0 1.1 -0.344
C 0.885666 -2.811866 -1.320897 1.0 -0.4 0.3 1.033
C 0.135302 -2.711785 -2.567328 0.3 2.6 -2.5 -0.206
C -1.125122 -3.298571 -2.276594 -3.2 -1.7 1.8 -0.135
H 1.945938 -2.869232 -1.567146 0.1 0.0 0.7 -0.163
H 0.651359 -1.967716 -0.672361 0.2 -0.2 0.4 -0.556
H 0.592905 -3.182080 -3.437680 0.3 0.4 0.0 0.437
H -0.188210 -1.674563 -2.654530 1.2 0.5 -1.3 0.059
H -1.823365 -3.619379 -3.049667 0.3 -0.1 0.0 0.482
H -1.654725 -2.574407 -1.657561 -0.6 0.1 0.1 -0.137
O -7.820273 -2.682502 3.258449 -0.9 0.3 0.3 -0.635
C -7.249530 -1.798806 2.680144 0.1 -2.3 0.2 0.418
O -7.623203 -0.526069 2.719052 -0.4 1.4 -0.4 -0.401
C -6.605037 0.341268 2.179170 2.9 -1.6 0.5 -0.144
C -5.339427 -0.647600 2.166812 0.2 -0.9 -0.9 0.286
C -6.010024 -2.056615 1.888589 0.0 2.0 0.1 0.528
H -6.383276 1.144091 2.882311 -0.5 0.0 0.0 0.315
H -6.732703 0.749455 1.176587 -0.8 -0.3 0.1 0.145
H -4.769674 -0.684016 3.095338 -0.7 0.1 0.5 -0.450
H -4.517826 -0.448052 1.478878 -0.4 0.5 -0.6 0.101
H -5.564438 -3.010503 2.170789 0.3 0.5 0.4 0.263
H -6.330625 -2.192350 0.855691 0.2 0.4 -0.3 -0.480
O -1.977871 3.343765 5.011016 0.5 -4.0 -0.4 -0.680
C -1.898473 2.090863 4.956227 -0.7 1.8 0.5 0.458
O -1.774225 1.331305 6.080529 -0.2 0.8 0.7 -0.416
C -1.699695 -0.079212 5.825549 1.7 -0.2 -0.4 -0.485
C -2.174788 -0.275340 4.443637 -1.4 0.0 -1.1 0.956
C -2.015720 1.117159 3.786218 0.2 0.0 -0.2 1.396
H -2.286059 -0.750217 6.453265 0.2 0.8 0.8 0.441
H -0.652341 -0.380372 5.804362 0.2 0.2 0.8 0.095
H -3.181835 -0.652917 4.620818 -0.5 0.5 -1.0 -0.204
H -1.661998 -1.112493 3.970009 0.2 0.3 -0.2 -0.712
H -2.747329 1.484159 3.066382 -0.3 -0.3 0.2 0.022
H -1.103595 1.107855 3.189527 0.3 0.3 0.1 -1.068
O 2.874991 4.931156 1.746247 -1.8 0.4 0.5 -0.695
C 1.863274 5.177377 2.394779 2.8 -0.4 -3.6 0.389
O 1.953141 5.509479 3.634855 0.6 0.7 3.6 -0.351
C 0.676345 5.570283 4.302051 -0.2 -0.6 -0.6 -0.277
C -0.240043 5.802360 3.136831 -1.1 0.8 0.4 -0.359
C 0.443079 5.154805 1.968411 -1.2 -0.7 0.2 0.941
H 0.617339 6.362676 5.048185 0.5 -0.1 -0.1 0.364
H 0.452572 4.599927 4.745274 0.2 0.0 0.3 0.028
H -0.248263 6.880966 2.979848 -0.4 0.1 -0.2 0.380
H -1.234483 5.411017 3.351367 -0.1 0.2 -0.1 -0.009
H 0.112128 5.624186 1.041994 0.8 -0.2 -0.2 0.004
H 0.194136 4.093740 1.952107 -0.2 -0.2 -0.4 -0.471
```
Forces are in eV/Å.

=====

A structure of composition C10H24F3KO10P2 at a distorted geometry, computed with ωB97M-V/def2-TZVPD.

Properties
orbital gap = 7.426 eV
charge = 0
max |F| = 0.2722 Eh/bohr
HOMO energy = -0.2675 Eh
energy above the lowest of the compared OMol25 structures with the same formula, charge and spin = 247.4 kcal/mol

```
50
Properties=species:S:1:pos:R:3:forces:R:3:mulliken_charge:R:1
K 22.004820 10.669380 -23.282070 -6.0 8.4 -4.8 1.069
C 22.684350 13.342460 -22.438900 -1.6 -0.5 -3.6 0.087
O 22.711640 12.026540 -21.842030 4.2 3.2 3.9 -0.282
O 22.063490 13.136640 -23.676590 0.9 1.6 2.9 -0.948
C 21.976520 14.472470 -21.522250 -0.8 -0.7 -0.1 0.462
F 21.990530 15.674360 -22.060620 0.3 0.3 -0.8 -0.301
F 20.652010 14.209630 -21.239640 -0.1 2.8 -1.6 -0.264
F 22.473270 14.629940 -20.285830 1.2 -0.4 0.6 -0.287
C 23.847770 11.734800 -20.951020 -2.4 -0.5 0.0 -0.464
C 23.507460 10.349260 -20.468730 2.7 -0.9 0.4 -0.583
H 22.567280 10.149740 -19.954570 1.1 0.9 0.2 0.235
H 23.605990 9.652440 -21.301110 0.0 0.5 0.4 0.050
H 24.350060 10.036630 -19.851970 0.1 0.0 0.7 0.539
H 23.868190 12.402650 -20.089820 0.2 0.4 -0.3 0.318
H 24.786580 11.690360 -21.503080 0.1 0.4 0.0 0.308
H 23.724480 13.644710 -22.560890 0.4 0.5 0.3 0.391
C 22.489000 6.846690 -21.150010 0.8 -0.4 -1.2 -0.908
O 23.677850 7.316810 -21.823440 0.5 -0.3 -1.0 -0.337
P 23.683200 7.835460 -23.343230 -0.6 -1.8 0.5 0.239
O 22.866930 9.074380 -23.430270 8.1 -10.3 -5.0 -0.067
O 25.236080 7.897870 -23.728600 -2.0 -0.2 0.3 -0.397
C 26.171730 8.407640 -22.771030 0.2 0.3 -0.4 -0.341
O 23.118860 6.532870 -24.161370 0.6 1.2 1.1 -0.364
C 23.198180 6.449780 -25.582140 0.6 0.4 -0.3 -0.686
H 22.356730 5.787680 -21.371600 0.3 -0.2 0.3 0.374
H 21.618050 7.372870 -21.540770 0.8 -0.9 -0.1 0.156
H 22.578360 7.059620 -20.084750 1.0 0.1 -0.9 0.549
H 26.913770 8.824420 -23.452030 0.6 -0.1 0.8 0.282
H 26.475780 7.584040 -22.125010 0.4 0.1 -0.2 0.239
H 25.772090 9.198620 -22.136420 -0.2 0.1 -0.2 0.071
H 22.926970 5.445560 -25.907860 -0.3 0.2 0.3 0.241
H 24.232390 6.607830 -25.887950 0.0 0.1 -0.1 0.304
H 22.576590 7.222810 -26.033960 -0.1 -0.2 -0.1 0.265
C 20.551660 6.998010 -19.570000 -1.2 -3.0 1.0 -1.149
O 20.742810 8.376950 -19.503680 -0.2 1.3 -0.6 -0.234
P 20.689790 9.311730 -20.819920 -1.5 2.4 1.1 -1.057
O 21.837890 9.163270 -21.737600 -5.5 -1.1 4.1 1.241
O 20.591120 10.847730 -20.198420 -0.2 -4.7 1.3 -0.276
C 20.411330 11.959600 -21.016100 -0.5 -0.1 -1.2 -0.298
O 19.242510 8.996990 -21.477260 1.4 0.0 0.5 -0.241
C 18.041140 9.525400 -20.897560 -0.7 0.8 -0.5 -0.953
H 19.766930 6.584550 -18.936480 -0.2 1.0 0.7 0.375
H 21.438220 6.429040 -19.290070 -0.4 0.4 0.7 0.436
H 20.274170 6.483690 -20.490090 -0.1 1.0 -0.6 0.478
H 20.958490 12.831660 -20.658020 -0.6 -2.5 0.9 0.301
H 19.350530 12.195780 -21.099830 -0.1 0.0 0.1 0.331
H 20.842560 11.727010 -21.989780 -1.4 0.9 0.6 0.071
H 18.165190 10.131510 -20.000150 0.5 -0.4 0.2 0.403
H 17.295780 8.747870 -20.730250 0.4 -0.2 0.0 0.300
H 17.646380 10.219300 -21.639690 -0.2 -0.1 -0.1 0.322
```
Forces are in eV/Å.

=====

A cluster of 2 separate species, C5H15NO in total at a distorted geometry, computed with ωB97M-V/def2-TZVPD.

Properties
orbital gap (alpha / beta) = 10.503 / 5.949 eV
charge = +1
multiplicity = 2
max |F| = 0.0948 Eh/bohr
HOMO energy (alpha / beta) = -0.4909 / -0.4909 Eh
energy above the lowest of the compared OMol25 structures with the same formula, charge and spin = 59.8 kcal/mol

```
22
Properties=species:S:1:pos:R:3:forces:R:3:mulliken_spin:R:1
C -0.794858 -0.781186 2.288822 1.7 -2.2 -1.2 0.057
C 0.757132 -0.415445 2.023427 -0.6 0.8 2.8 -0.007
N 1.289800 -0.387411 0.641489 0.0 0.1 1.9 0.696
C 2.055847 0.782476 0.388432 2.6 1.2 -3.3 -0.010
C 1.350705 2.173862 0.308139 1.1 -0.5 -1.2 0.063
C 1.568038 -1.534362 -0.106661 0.6 -4.8 -0.1 -0.003
H -1.326123 -0.196610 1.571103 -1.0 1.2 0.6 -0.005
H -1.106884 -1.807716 1.935045 1.0 0.6 0.3 0.000
H -0.986871 -0.857806 3.382571 -0.1 1.1 -0.9 -0.005
H 1.367738 -1.109276 2.798773 -0.8 1.5 -2.3 0.042
H 0.898865 0.720716 2.356201 -0.4 -2.8 -0.3 -0.006
H 2.619439 0.604026 -0.585811 -1.0 0.2 1.0 0.003
H 2.942047 0.882419 1.075281 -1.1 -0.3 0.1 0.036
H 1.152426 2.353623 1.300721 0.0 1.5 2.4 0.000
H 0.330538 2.196839 -0.067127 0.3 -0.3 -1.0 -0.006
H 2.079104 2.925034 -0.178952 -1.4 -1.2 0.9 -0.001
H 2.316488 -2.223604 0.602395 -1.9 1.4 -1.5 0.097
H 2.172823 -1.450071 -1.053284 -0.9 0.7 1.0 0.007
H 0.647420 -2.268251 -0.339145 1.8 1.9 0.9 0.042
H -4.495022 0.574976 -4.900813 2.6 1.8 -1.8 0.000
H -5.076365 0.057983 -3.754233 -1.4 -0.4 -2.0 0.000
O -5.273177 0.119690 -4.755764 -1.3 -1.4 3.7 0.000
```
Forces are in eV/Å.